Molecular formula: C2H3FS
Method: DFT, ωB97M-V/def2-TZVPD

Atoms and positions in Å:
C: -0.8043 -0.2742 -0.4319
C: 0.1037 -0.8638 0.3946
F: 1.3847 -1.2251 -0.0066
S: -2.4552 -0.2898 0.0683
H: -0.7179 -0.1132 -1.5880
H: -0.1776 -1.0547 1.3600
H: -0.2337 0.8819 -1.1712

Properties
spin multiplicity	1
E_tot	-575.85949	hartree
E_HOMO (spin up / spin down)	-8.0 / -8.3	eV
relative energy (zero: lowest compared OMol25 entry of this formula, charge and spin)	105.7	kcal per mole